(w)
Computed, not measured: one molecule with the formula C4H7N3, with the ωB97M-V functional and the def2-TZVPD basis.

Positions of all 14 atoms, in Å:
H -1.2402 2.4937 -0.9005
N -0.7137 1.9330 -0.2375
C -1.1207 0.7256 -0.2279
C -2.1326 0.1794 -1.1335
N -2.8762 -0.2994 -1.8792
N -0.6333 -0.2189 0.6374
C 0.7564 -0.1097 1.0509
C 1.6084 -0.8629 -0.0039
H -0.8853 -1.1743 0.4202
H 1.0218 0.9496 1.0932
H 0.7983 -0.4677 2.0865
H 0.9854 -1.0880 -0.8831
H 2.0056 -1.8180 0.3518
H 2.4262 -0.2424 -0.3745

Computed properties:
**Highest occupied orbital energy**: -9.73 eV
**SMILES**: [H]/N=C(\C#N)NCC
**Lowest unoccupied orbital energy**: 0.7 eV



(x)
Computed, not measured: one molecule with the formula C4H7N3, with the ωB97M-V functional and the def2-TZVPD basis.

Positions of all 14 atoms, in Å:
C -1.8360 0.7116 0.0826
C -1.0754 -0.5060 -0.4055
C 0.5631 -0.3159 0.0057
C 0.5513 -0.1579 -1.2847
N 2.9243 0.0537 0.5511
N 2.1557 0.1362 1.5236
N 0.8293 -0.2157 1.2546
H -2.9075 0.4903 0.1153
H -1.5055 0.9851 1.0875
H -1.6687 1.5576 -0.5892
H -1.2176 -1.3948 0.2181
H -1.3830 -0.7929 -1.4156
H 0.7300 -0.9048 -2.0477
H 3.8402 0.3534 0.9040

Computed properties:
**Highest occupied orbital energy**: -8.92 eV
**Lowest unoccupied orbital energy**: 0.7 eV



(y)
Computed, not measured: a 2-piece molecular cluster, C4H7N3 overall, with the ωB97M-V functional and the def2-TZVPD basis.

Positions of all 14 atoms, in Å:
C 0.0602 -0.4861 -2.1282
N -1.4270 -0.7291 -0.5583
C -0.6391 -0.0842 0.2930
N 0.4776 0.3774 -0.2753
N 1.3854 0.6100 0.7357
C 0.7249 0.5477 1.9328
C -0.5492 0.1151 1.7171
H 0.1176 -1.5641 -2.0493
H -0.7792 -0.1232 -2.7090
H 0.9925 -0.0070 -2.4048
H -2.4233 -0.5762 -0.4164
H 2.1071 1.2887 0.5459
H 1.2396 0.7838 2.8570
H -1.2871 -0.1529 2.4598

Computed properties:
**Highest occupied orbital energy (spin up / spin down)**: -7.60 / -7.60 eV
**Lowest unoccupied orbital energy (spin up / spin down)**: 0.5 / 0.5 eV



What should be chosen as the least stable of them? Choose (x).